Record 1
# C3H7BO

2 unconnected molecules or ions with the total composition C3H7BO at a distorted geometry (ωB97M-V/def2-TZVPD, the Open Molecules 2025 dataset).

Geometry (Å):
B (-0.44, 0.19, 0.12)
C (1.91, -0.90, 0.53)
C (0.79, -0.59, -0.16)
C (-1.98, 0.06, 0.33)
O (0.26, 2.14, -1.03)
H (2.74, -1.38, 0.01)
H (2.24, -0.41, 1.35)
H (0.69, -1.14, -1.16)
H (-2.72, 0.22, -0.46)
H (-2.46, 0.69, 1.02)
H (-2.24, -0.92, 0.63)
H (1.21, 2.04, -1.17)

The energy above the lowest of the compared OMol25 structures with the same formula, charge and spin comes out at 370.3 kJ/mol. Its highest occupied orbital energy is -0.320 hartree. The lowest unoccupied orbital energy is -0.423 eV.

These are the natural (NBO) partial charges, in e, on atoms 1 to 5:
1. B 1.2266
2. C -0.2931
3. C -0.7109
4. C -1.1309
5. O -1.0259



Record 2
# C4H10N2O

A single C4H10N2O molecule at a distorted geometry (ωB97M-V/def2-TZVPD, the Open Molecules 2025 dataset).

Geometry (Å):
C (-0.23, 0.92, -1.25)
C (0.00, 0.73, 0.22)
C (-1.12, -0.04, 0.95)
N (-2.22, 0.79, 1.34)
N (1.27, -0.08, 0.42)
C (1.72, -0.95, -0.56)
O (0.98, -1.70, -1.15)
H (-1.03, 1.65, -1.44)
H (-0.37, 0.06, -1.89)
H (0.60, 1.48, -1.71)
H (0.23, 1.67, 0.71)
H (-1.37, -0.92, 0.35)
H (-0.58, -0.40, 1.83)
H (-3.07, 0.29, 1.51)
H (-2.42, 1.68, 0.94)
H (2.04, 0.28, 0.94)
H (2.81, -0.87, -0.68)

The energy above the lowest of the compared OMol25 structures with the same formula, charge and spin comes out at 157.2 kJ/mol. As for the SMILES: C[C@@H](CN)NC=O. Its highest occupied orbital energy is -0.328 hartree. The lowest unoccupied orbital energy is 0.909 eV.

These are the natural (NBO) partial charges, in e, on atoms 1 to 5:
1. C -0.6455
2. C -0.0372
3. C -0.2173
4. N -0.8693
5. N -0.6461



Record 3
# C4H12

2 unconnected molecules or ions with the total composition C4H12 at a distorted geometry (ωB97M-V/def2-TZVPD, the Open Molecules 2025 dataset).

Geometry (Å):
C (0.28, -0.59, -2.06)
C (1.10, -1.00, -0.88)
H (0.39, 0.50, -2.23)
H (0.64, -1.11, -2.97)
H (-0.78, -0.77, -1.93)
H (0.87, -2.00, -0.51)
H (1.12, -0.28, -0.02)
H (2.16, -1.06, -1.10)
C (-0.25, 1.32, 1.33)
C (-1.18, 0.25, 1.63)
H (-0.30, 1.63, 0.26)
H (-0.32, 2.16, 2.01)
H (0.88, 1.01, 1.34)
H (-2.25, 0.62, 1.57)
H (-1.11, -0.14, 2.68)
H (-1.24, -0.53, 0.87)

The energy above the lowest of the compared OMol25 structures with the same formula, charge and spin comes out at 36.5 kJ/mol. Its highest occupied orbital energy (spin up / spin down) is -0.606 / -0.583 hartree. Its spin multiplicity is 2. The lowest unoccupied orbital energy (spin up / spin down) is -3.003 / -11.323 eV. As for the total charge: +1.

These are the natural (NBO) partial charges, in e, on atoms 1 to 5:
1. C -0.6225
2. C -0.5591
3. H 0.2344
4. H 0.2879
5. H 0.2214



Record 4
# C6H17N3

2 unconnected molecules or ions with the total composition C6H17N3 at a distorted geometry (ωB97M-V/def2-TZVPD, the Open Molecules 2025 dataset).

Geometry (Å):
C (-1.36, -1.82, 2.00)
C (0.43, -1.53, 0.82)
C (1.46, 0.06, -1.65)
C (-0.72, 1.32, -1.89)
C (1.04, 2.15, -0.24)
C (0.55, 1.08, -1.19)
N (0.00, -1.79, 2.11)
N (-1.55, -0.60, 0.91)
N (-0.20, -0.23, 0.45)
H (-1.67, -2.81, 1.51)
H (-1.98, -1.76, 2.86)
H (1.47, -1.26, 0.79)
H (0.21, -2.30, 0.12)
H (2.16, -0.44, -0.93)
H (0.96, -0.78, -2.35)
H (2.17, 0.70, -2.24)
H (-1.25, 1.93, -1.15)
H (-1.37, 0.48, -2.13)
H (-0.61, 1.91, -2.80)
H (1.10, 3.14, -0.74)
H (0.43, 2.11, 0.63)
H (2.05, 1.82, 0.07)
H (0.30, -0.97, 2.74)
H (-1.88, -1.13, 0.10)
H (-1.96, 0.29, 1.15)
H (0.21, 0.45, 1.04)

The energy above the lowest of the compared OMol25 structures with the same formula, charge and spin comes out at 292.2 kJ/mol. Its highest occupied orbital energy is -0.699 hartree. The lowest unoccupied orbital energy is -8.822 eV. As for the total charge: +2.

These are the natural (NBO) partial charges, in e, on atoms 1 to 5:
1. C -0.0634
2. C -0.0956
3. C -0.7826
4. C -0.7619
5. C -0.7380